[1]
76
Properties=species:S:1:pos:R:3:forces:R:3:mulliken_charge:R:1 method="wB97M-V/def2-TZVPD" e_above_lowest_kj_mol=6.7 lumo_energy_ev=2.477 charge=-1
Li -1.058546 -0.054519 -1.499699 -0.06 -0.08 0.07 0.498
C 0.111542 2.479718 -1.361467 0.00 0.02 0.04 -0.602
Sb 1.568449 1.104984 -0.525547 0.00 -0.12 -0.07 0.281
C 0.910206 -0.478008 -1.837113 0.47 0.32 0.03 0.241
C 1.520396 -1.777549 -1.464938 -0.37 -0.05 -0.01 -0.206
C 0.702966 -2.923945 -1.386478 0.01 -0.01 0.06 -0.816
C 1.251531 -4.164286 -1.147403 0.03 -0.03 0.01 -0.563
C 2.627876 -4.268399 -0.973430 -0.02 0.03 -0.01 -0.482
C 3.363896 -3.099680 -1.044627 0.07 -0.10 0.03 -0.440
N 2.846708 -1.898049 -1.279941 0.13 0.04 0.02 -0.153
Si 1.494415 -0.168344 -3.575282 -0.15 0.00 0.08 0.427
C 3.291708 0.380516 -3.775079 0.02 0.01 0.03 -1.155
C 1.340528 -1.795285 -4.518001 -0.01 0.03 -0.02 -1.197
C 0.484453 1.097915 -4.545324 0.01 -0.03 -0.01 -1.290
C 0.505627 0.920125 1.519235 -0.09 -0.05 -0.08 2.477
C -0.770589 0.113531 1.577452 0.15 0.04 0.03 -1.977
C -1.492005 0.004507 2.778371 -0.02 0.01 0.00 -0.830
C -2.647575 -0.742999 2.836579 -0.05 -0.02 0.00 -1.063
C -3.091924 -1.395461 1.694523 0.00 -0.01 0.03 -1.117
C -2.344688 -1.231713 0.548890 -0.06 -0.01 0.02 -0.512
N -1.224253 -0.504534 0.484763 -0.18 0.08 -0.08 1.193
Si 1.797769 0.079892 2.630666 -0.01 -0.01 -0.03 0.324
C 3.318011 1.164031 2.849627 -0.01 0.02 0.00 -1.039
C 1.192304 -0.378857 4.358216 -0.01 0.00 0.00 -1.216
C 2.358604 -1.539645 1.891132 0.01 0.02 -0.03 -1.042
Si 0.163761 2.702602 2.109419 0.03 -0.07 0.01 0.652
C 0.215189 2.923380 3.990117 0.02 0.02 -0.02 -1.287
C -1.556347 3.286151 1.647717 -0.02 -0.01 0.00 -1.192
C 1.461327 3.927930 1.518013 0.01 -0.01 0.00 -1.194
H -0.002344 2.268218 -2.420772 0.03 -0.02 0.00 0.217
H 0.403988 3.521844 -1.246743 0.01 0.01 0.03 0.376
H -0.857410 2.337740 -0.887186 -0.06 -0.01 -0.02 -0.219
H -0.362815 -2.807813 -1.531262 -0.01 0.00 0.00 0.399
H 0.618415 -5.042693 -1.096824 0.00 -0.01 0.00 0.372
H 3.111458 -5.217034 -0.785870 0.01 -0.02 0.01 0.406
H 4.441215 -3.126718 -0.899696 0.00 -0.01 -0.01 0.408
H 3.962398 -0.326352 -3.283522 0.00 -0.02 0.00 0.290
H 3.461336 1.360506 -3.320451 0.00 0.03 0.00 0.322
H 3.561630 0.452025 -4.832218 0.02 0.00 -0.03 0.358
H 1.990703 -2.564217 -4.098865 0.04 -0.04 0.01 0.289
H 1.616148 -1.652835 -5.565745 0.00 0.01 -0.04 0.385
H 0.315397 -2.169044 -4.482521 -0.04 -0.01 -0.01 0.276
H 0.767358 2.125652 -4.314860 0.02 0.05 -0.01 0.381
H -0.589152 0.992922 -4.377288 -0.05 -0.01 0.00 0.308
H 0.672705 0.946923 -5.611335 0.00 -0.01 -0.05 0.379
H -1.138687 0.520131 3.657459 -0.01 0.00 0.01 0.450
H -3.205333 -0.809845 3.763533 0.01 0.00 -0.01 0.432
H -4.000488 -1.980424 1.681336 -0.01 0.00 -0.03 0.481
H -2.677195 -1.678220 -0.383604 -0.02 -0.01 0.00 0.431
H 3.147797 2.013493 3.512260 -0.01 0.02 0.01 0.301
H 3.671443 1.541440 1.889668 0.03 0.01 -0.03 0.247
H 4.116003 0.558215 3.285110 0.03 -0.03 0.03 0.411
H 0.792619 0.449383 4.940926 0.00 0.02 0.02 0.318
H 2.052186 -0.784623 4.898097 0.04 0.00 0.02 0.448
H 0.435922 -1.163275 4.312773 0.00 -0.03 0.01 0.365
H 3.068231 -1.370560 1.082684 0.03 -0.01 -0.03 0.175
H 1.531016 -2.119675 1.476826 -0.04 -0.02 0.00 0.234
H 2.849777 -2.145747 2.656341 0.02 -0.01 0.02 0.503
H -0.581837 2.395435 4.513488 -0.04 -0.01 0.02 0.360
H 0.076518 3.990540 4.185876 -0.01 0.03 0.01 0.439
H 1.166276 2.631054 4.434549 0.03 0.00 0.01 0.285
H -2.312590 2.571236 1.975973 -0.03 -0.01 0.02 0.316
H -1.719484 3.451427 0.585503 0.03 0.01 -0.05 0.345
H -1.745833 4.229018 2.167736 -0.01 0.03 0.01 0.442
H 2.419146 3.730925 1.999843 0.05 0.00 0.01 0.337
H 1.140217 4.930036 1.813811 -0.02 0.03 0.03 0.373
H 1.627867 3.933933 0.443948 0.00 0.01 -0.02 0.278
Te -3.388152 1.141108 -2.249006 -0.11 0.09 -0.15 -0.215
C -4.951343 -0.167916 -1.722174 0.13 -0.05 0.11 -0.086
C -5.237189 -1.424384 -2.186628 0.03 0.00 0.00 -0.379
C -6.369204 -2.023987 -1.565330 -0.01 -0.02 0.00 -0.481
C -6.939559 -1.219347 -0.627103 0.01 0.01 0.03 -0.469
S -6.086916 0.264656 -0.503520 0.02 0.01 0.00 -0.173
H -4.648308 -1.899857 -2.958272 0.00 0.00 -0.02 0.435
H -6.741705 -3.009034 -1.812411 -0.01 -0.01 0.00 0.358
H -7.803542 -1.418264 -0.014959 -0.04 -0.02 0.01 0.371

---

[2]
17
Properties=species:S:1:pos:R:3:forces:R:3:nbo_charge:R:1 method="wB97M-V/def2-TZVPD" e_above_lowest_kj_mol=54.7 smiles=CCS.NCO lumo_energy_ev=0.941 charge=0
C -1.880991 1.064164 -1.265821 0.00 0.39 -0.07 -0.627
C -2.116970 -0.234650 -0.524306 -0.08 0.00 0.27 -0.500
S -2.301125 0.009637 1.287357 0.03 0.23 -0.32 -0.076
H -0.840193 1.366986 -1.291489 0.23 -0.08 0.24 0.221
H -2.179270 0.965974 -2.302961 -0.11 -0.14 -0.24 0.216
H -2.454642 1.894255 -0.855789 -0.13 -0.04 0.10 0.210
H -1.294106 -0.916557 -0.666143 0.26 -0.17 -0.17 0.227
H -3.022239 -0.710755 -0.879276 -0.20 -0.03 -0.01 0.207
H -2.882226 -1.171782 1.490896 0.00 -0.15 0.18 0.122
N 2.714383 -0.365993 1.520982 0.14 0.07 0.31 -0.859
C 2.480352 -0.244164 0.110675 -0.32 -0.32 -0.32 0.096
O 1.089730 -0.155612 -0.132579 -0.25 0.13 0.25 -0.739
H 2.552072 -1.310726 1.841949 -0.01 -0.01 0.03 0.364
H 3.642272 -0.082437 1.803862 -0.01 0.04 -0.08 0.367
H 2.808904 -1.121213 -0.463147 0.02 0.21 -0.05 0.145
H 2.962815 0.650474 -0.278761 0.33 0.07 0.10 0.149
H 0.721231 0.362405 0.604548 0.10 -0.23 -0.23 0.477

---

[3]
36
Properties=species:S:1:pos:R:3:forces:R:3:lowdin_spin:R:1 method="wB97M-V/def2-TZVPD" e_above_lowest_kj_mol=0.0 lumo_energy_ev="-7.027 / -10.510" spin_multiplicity=5 charge=+2
Co -0.607658 -0.090616 0.486214 0.12 -0.38 -0.07 2.738
Br -2.170551 -2.859702 1.851827 -0.02 0.01 -0.01 0.011
C -3.230932 -1.427170 1.237709 0.04 -0.01 -0.01 0.008
C -4.606797 -1.428802 1.344415 0.00 0.00 0.00 0.001
C -5.290584 -0.313544 0.876633 0.01 -0.01 0.00 0.003
C -4.592066 0.756201 0.328791 0.00 0.00 -0.01 0.000
C -3.219881 0.672763 0.257597 0.06 -0.01 0.00 0.007
N -2.554964 -0.415925 0.702829 -0.14 0.21 -0.02 0.045
C -2.356679 1.803027 -0.306462 -0.11 0.00 0.03 0.008
O -2.874009 2.803186 -0.709747 0.04 -0.01 -0.01 0.021
O -1.058142 1.549823 -0.291506 0.02 0.02 0.02 0.129
H -5.120035 -2.271995 1.782325 -0.01 0.01 0.00 0.000
H -6.369660 -0.280069 0.947022 0.00 -0.01 0.00 0.000
H -5.081502 1.647103 -0.038201 0.00 0.00 0.00 0.000
C 2.840020 3.057442 1.923402 0.01 0.04 0.03 0.005
N 2.812945 2.110220 0.797797 -0.03 -0.06 0.00 0.073
C 3.421219 2.278448 -0.382844 -0.01 -0.02 -0.02 0.132
C 3.109044 1.185862 -1.175651 0.02 0.06 -0.01 0.164
N 2.298643 0.381421 -0.458133 0.00 0.03 0.04 0.061
C 2.084108 0.947824 0.787703 0.02 0.10 0.01 0.024
S 1.133658 0.426730 2.049603 0.04 0.06 0.09 0.484
C 1.882497 -0.921935 -0.908492 0.02 -0.06 -0.10 0.004
C 2.791976 -1.724241 -1.559472 0.04 0.01 0.00 0.006
C 2.341544 -2.942362 -2.056759 -0.05 -0.01 0.01 0.000
C 1.016840 -3.295655 -1.873414 0.02 0.02 0.00 0.006
C 0.185671 -2.430215 -1.181826 0.00 -0.02 0.02 0.007
N 0.610923 -1.255974 -0.699126 -0.05 0.08 0.00 0.040
H 3.546658 3.845334 1.682233 0.00 -0.01 -0.01 0.000
H 3.159199 2.535837 2.822205 0.00 -0.01 0.00 0.003
H 1.846502 3.477441 2.062220 0.00 -0.01 -0.01 0.003
H 4.020137 3.143444 -0.618272 0.00 0.00 0.01 0.005
H 3.408679 0.965787 -2.186958 -0.01 -0.02 0.00 0.007
H 3.826262 -1.428282 -1.667905 -0.01 0.02 0.01 0.001
H 3.025995 -3.599814 -2.575468 -0.01 -0.01 0.00 0.000
H 0.623930 -4.229244 -2.249343 0.00 0.00 0.00 0.000
H -0.852991 -2.672349 -1.000947 0.00 -0.01 0.00 0.001

---

[4]
11
Properties=species:S:1:pos:R:3:forces:R:3:nbo_charge:R:1 method="wB97M-V/def2-TZVPD" e_above_lowest_kj_mol=168.2 smiles="O=C1NCCO1" lumo_energy_ev=0.663 charge=0
O -1.525763 0.799708 1.902922 0.42 -0.59 -0.68 -0.492
C -1.033806 0.301994 0.944837 0.12 -0.85 0.71 0.873
N -0.994901 0.701904 -0.420659 -0.11 -0.26 0.02 -0.630
C 0.443526 0.523792 -0.714602 0.21 -0.01 -0.11 -0.266
C 0.784744 -0.768682 0.088792 0.21 0.14 0.03 -0.108
O -0.392484 -0.984936 0.894315 0.22 0.73 1.19 -0.547
H -1.305433 -0.257112 -0.664139 -0.70 0.96 -1.45 0.368
H 0.565242 0.432778 -1.795441 0.10 -0.10 0.21 0.214
H 1.024122 1.385979 -0.372586 -0.22 -0.10 -0.02 0.206
H 1.604747 -0.633143 0.793907 0.18 0.05 -0.24 0.191
H 1.018086 -1.615004 -0.571118 -0.44 0.03 0.36 0.193

---

[5]
96
Properties=species:S:1:pos:R:3:forces:R:3:mulliken_charge:R:1 method="wB97M-V/def2-TZVPD" e_above_lowest_kj_mol=1587.2 smiles="COC(=O)OC.COC(=O)OC.COC(=O)OC.COC(=O)OC.COC(=O)OC.COC(=O)OC.COC(=O)OC.COC(=O)OC" lumo_energy_ev=0.448 charge=0
C -2.867865 4.397896 -4.296104 -0.15 -1.26 0.83 -0.346
O -2.711865 4.891896 -5.710104 1.53 0.91 2.07 -0.360
C -3.428865 4.357896 -6.733104 2.63 3.61 2.31 0.738
O -4.216865 3.564896 -6.530104 -4.82 -5.48 0.05 -0.455
O -3.186865 5.012896 -7.827104 1.76 0.51 -2.27 -0.339
C -3.660865 4.543896 -9.094104 -4.09 0.10 -2.29 -0.794
H -3.210865 3.321896 -4.304104 -0.18 1.49 -0.06 0.287
H -3.343865 5.040896 -3.485104 -1.12 -0.20 -2.23 0.193
H -1.985865 4.349896 -3.612104 1.00 -0.05 -2.12 0.094
H -4.138865 3.475896 -9.246104 2.61 1.23 0.77 0.319
H -3.268865 5.086896 -10.064104 0.48 -1.52 2.50 0.325
H -4.705865 4.922896 -9.204104 0.35 0.65 0.48 0.312
C 0.272135 -5.696104 4.301896 4.67 1.68 1.44 -0.304
O -0.827865 -4.992104 3.964896 -5.85 3.11 -0.65 -0.270
C -1.018865 -3.569104 4.264896 2.65 -2.33 0.73 0.926
O -0.103865 -3.005104 4.752896 2.13 1.08 1.06 -0.536
O -2.122865 -2.967104 4.001896 -3.59 -1.06 -0.78 -0.328
C -2.409865 -1.577104 4.401896 -1.47 -2.00 -2.08 -0.722
H 0.348135 -6.562104 3.605896 0.38 1.05 0.12 0.239
H 0.392135 -6.150104 5.341896 -0.98 0.82 -0.89 0.259
H 1.130135 -4.789104 4.306896 -1.22 -3.07 -0.39 -0.082
H -1.994865 -1.296104 5.246896 2.80 0.59 4.21 0.548
H -3.437865 -1.253104 4.583896 -0.46 -1.47 -0.79 0.306
H -2.008865 -1.005104 3.655896 0.87 1.61 -1.99 0.103
C -1.139865 1.546896 -6.990104 1.50 5.14 1.05 -0.329
O -1.072865 0.316896 -6.420104 -0.74 -3.12 1.67 -0.375
C -1.016865 0.229896 -5.045104 0.74 5.00 -0.27 0.749
O -0.929865 1.260896 -4.326104 -0.48 -3.32 -1.73 -0.585
O -0.973865 -1.008104 -4.686104 -1.21 0.50 -2.92 -0.354
C -0.765865 -1.357104 -3.404104 4.05 3.74 4.54 -0.414
H -1.823865 2.299896 -6.409104 0.74 -1.68 -1.43 -0.025
H -1.142865 1.644896 -8.090104 -1.06 -1.13 0.53 0.323
H -0.138865 2.025896 -6.825104 -0.50 -0.05 0.16 0.284
H -1.163865 -0.678104 -2.531104 0.19 -0.88 -2.13 0.096
H 0.409135 -1.274104 -3.223104 -2.34 -0.79 -0.12 0.232
H -1.166865 -2.274104 -3.321104 -0.88 -3.37 0.73 0.367
C -1.003865 2.456896 -0.934104 3.52 -0.70 -0.84 -0.276
O -1.293865 1.380896 -0.008104 -2.43 0.26 0.40 -0.369
C -0.296865 0.649896 0.440896 1.61 0.24 -0.55 0.777
O 0.818135 0.782896 0.005896 0.57 -0.75 0.40 -0.565
O -0.666865 -0.201104 1.412896 -3.61 5.96 -2.94 -0.261
C -0.030865 -1.251104 1.808896 5.70 -3.23 2.67 -0.277
H -1.610865 3.314896 -0.913104 -1.79 0.44 0.99 0.251
H -1.059865 2.107896 -2.048104 0.80 0.24 2.14 0.063
H -0.001865 2.889896 -0.520104 -1.48 -0.98 -1.74 0.215
H -0.748865 -1.899104 2.057896 -2.78 -3.26 0.31 -0.272
H 0.404135 -1.148104 2.842896 0.40 0.60 -0.87 0.456
H 0.723135 -1.781104 1.183896 -0.52 0.87 -0.13 0.166
C 3.646135 -0.701104 -0.701104 -1.95 -1.74 -3.15 -0.659
O 4.045135 -1.145104 0.506896 2.24 0.33 4.76 -0.321
C 3.806135 -2.407104 0.829896 -2.82 -2.83 -2.61 0.940
O 3.011135 -3.153104 0.221896 1.23 2.08 0.69 -0.633
O 4.496135 -2.907104 1.829896 1.22 0.61 0.83 -0.270
C 4.297135 -4.301104 2.094896 -3.32 -0.74 0.69 -0.570
H 4.233135 -1.274104 -1.371104 0.16 -0.93 -1.42 0.363
H 3.759135 0.259896 -1.144104 0.55 1.65 1.61 0.319
H 2.605135 -0.964104 -0.791104 -0.43 0.02 -0.60 0.169
H 4.844135 -4.605104 2.936896 2.06 0.16 0.62 0.342
H 4.423135 -4.984104 1.217896 -0.26 0.95 0.76 0.338
H 3.273135 -4.474104 2.680896 1.30 0.46 -2.20 0.049
C 3.338135 -2.076104 4.730896 -4.59 0.90 -3.02 -0.418
O 4.681135 -2.418104 4.948896 0.64 -0.96 -0.49 -0.178
C 5.509135 -1.589104 5.530896 -1.81 5.36 5.03 0.664
O 5.087135 -0.527104 6.176896 2.29 -4.43 -3.39 -0.620
O 6.776135 -2.041104 5.638896 -5.14 -2.80 -3.33 -0.275
C 7.746135 -1.366104 6.173896 4.93 -1.11 5.44 -0.743
H 2.606135 -1.706104 5.504896 1.63 -1.24 0.51 0.490
H 2.714135 -2.910104 4.063896 2.25 1.66 2.19 -0.177
H 3.144135 -1.173104 4.059896 1.39 -0.92 0.36 0.272
H 8.767135 -1.937104 5.940896 -2.26 0.58 1.31 0.246
H 7.596135 -0.973104 7.276896 0.17 -1.87 -1.43 0.266
H 8.032135 -0.490104 5.845896 0.38 4.86 -3.14 0.412
C -3.568865 -5.947104 1.934896 1.25 1.85 -6.06 -1.235
O -4.149865 -4.752104 2.027896 -3.25 4.31 1.84 -0.369
C -3.731865 -3.621104 1.456896 5.20 -1.53 -3.16 0.965
O -2.712865 -3.564104 0.775896 0.17 -1.03 0.44 -0.627
O -4.418865 -2.562104 1.534896 -4.08 1.82 3.84 -0.341
C -4.201865 -1.294104 0.955896 -1.50 1.71 -3.62 -0.462
H -2.620865 -6.092104 2.194896 4.79 1.01 0.47 0.490
H -3.726865 -6.378104 0.970896 0.25 -0.03 -1.23 0.380
H -3.877865 -6.648104 2.476896 -4.51 -4.85 5.36 0.561
H -3.234865 -0.805104 0.846896 0.81 -1.36 0.34 0.126
H -4.769865 -0.339104 1.337896 0.12 -2.75 0.27 0.224
H -4.611865 -1.491104 -0.116104 0.87 0.96 1.56 0.297
C 2.151135 4.996896 -0.069104 0.82 6.58 0.15 -0.823
O 0.867135 5.062896 -0.531104 -2.69 -2.15 -1.60 -0.228
C 0.084135 6.101896 -0.538104 3.29 4.02 1.27 0.691
O 0.460135 7.254896 -0.292104 -0.62 -2.14 -0.36 -0.610
O -1.142865 5.802896 -0.855104 0.56 -3.80 0.24 -0.099
C -1.923865 6.818896 -1.083104 -4.30 9.98 -2.19 -0.782
H 2.418135 4.066896 0.056896 0.76 -5.07 1.58 0.351
H 2.194135 5.720896 0.773896 0.57 -0.98 -0.07 0.337
H 2.905135 5.323896 -0.791104 -0.37 0.59 -0.37 0.297
H -1.518865 7.650896 -1.955104 -0.54 -2.65 2.04 0.281
H -2.106865 7.728896 -0.231104 0.86 -3.10 -1.48 0.259
H -2.993865 6.685896 -1.469104 1.72 -1.16 0.76 0.321